106
Properties=species:S:1:pos:R:3:forces:R:3 method="wB97M-V/def2-TZVPD" orbital_gap_ev=8.09 largest_force_ev_per_a=13.9 smiles="NC(N)=O.NC(N)=O.CC(C)O.CC(C)O.CC(C)O.CC(C)O.CC(C)O.CO.CO.CO.CO.CO" total_charge=0
O 0.4706 2.4934 2.5892 13.182 0.520 -4.491
O -0.8996 -1.1561 3.0727 -3.580 -0.013 1.359
O -2.8537 2.0507 0.1409 1.742 1.561 -0.602
O -0.3180 -0.3531 -3.0637 0.533 -1.352 0.822
O 1.5095 -4.5280 0.9965 -1.541 -0.649 0.758
O 1.6317 3.7142 -1.1864 8.472 2.399 7.284
O -2.0942 -2.3307 -1.6515 -4.141 7.523 -2.928
O -4.3789 2.1061 -2.2275 -7.024 5.233 3.702
O 2.8104 0.6903 2.2509 0.236 1.032 -2.168
O -1.3111 -0.2946 -0.1316 5.313 0.731 0.136
O 3.2901 1.5017 -0.6877 0.306 0.841 1.789
O 3.7385 -3.8087 -0.4915 -6.148 -9.012 -3.152
N 0.9162 0.3558 -0.8234 -0.344 -0.525 -4.713
N -2.8726 -1.1365 4.2475 -3.932 1.369 9.200
N 0.5419 -0.0238 1.2146 -0.869 -0.627 6.048
N -2.9456 -1.1776 2.1103 -1.851 0.219 -2.985
C 0.9250 -0.6370 -3.6052 1.826 -2.770 -0.548
C -1.8166 -3.6438 0.1587 -0.060 -2.149 0.207
C -0.0334 -3.3164 -1.6451 -0.971 0.699 -1.247
C 2.5410 0.1130 3.4650 1.259 -2.017 1.087
C -0.4897 3.0404 -1.2454 -0.635 -0.553 0.499
C 0.0415 -0.0580 0.0505 -4.627 0.345 -0.498
C -0.8249 1.8754 4.3524 -2.530 -0.670 1.188
C -3.6137 1.3497 -2.8532 2.434 -3.767 -5.341
C 3.5248 -1.6193 -0.0528 1.326 2.489 -1.111
C -3.5228 -0.0465 -2.3954 1.614 0.099 0.910
C -1.5284 -3.3842 -1.3361 3.301 -7.602 1.526
C -2.2112 -1.1260 3.1702 5.884 -0.280 -3.073
C 0.7305 4.2520 -3.0914 0.196 0.965 -1.697
C -1.4324 3.5581 2.7319 -0.522 3.694 -0.665
C -3.8638 1.7120 1.0191 -1.374 3.230 -2.037
C 0.7807 3.2248 -1.9399 -5.453 1.460 -5.579
C 1.2743 -3.5794 2.0205 0.725 -0.154 -0.583
C -4.0482 1.2951 -4.3047 -0.893 -0.640 -1.084
C 3.7140 1.4617 -2.0156 2.707 0.735 -1.428
C 4.8493 -3.3132 1.4328 0.899 0.819 -2.248
C -0.6854 2.3743 2.9275 -9.674 -4.313 1.335
C 4.4240 -2.8772 -0.0482 1.314 5.898 4.974
H -0.6479 0.4009 -3.4704 -1.311 2.214 -1.075
H 0.2120 -3.4176 2.1136 -0.194 -0.202 0.589
H -0.3540 2.9050 -0.1735 0.191 0.049 0.031
H 1.9234 0.4739 -0.7172 -0.723 -0.211 0.919
H 0.5087 5.2950 -2.7002 0.460 -1.219 -0.282
H -3.9351 -0.8780 4.3931 3.118 -0.878 -1.178
H -1.9249 -4.2468 -1.9609 0.115 0.499 0.751
H -4.5479 2.6081 0.9329 0.088 -1.153 0.326
H -3.3613 0.6081 -4.7529 0.015 -1.076 -0.654
H 4.2860 -0.7742 -0.2397 -1.324 -0.701 0.273
H 0.3636 -4.2181 -1.3513 1.526 -1.881 0.828
H 1.4577 0.1422 -4.1557 -0.448 0.250 0.038
H -2.3838 -0.9657 5.1843 -0.616 -0.565 -2.285
H 1.1391 2.4030 -2.4046 0.683 -3.567 -1.553
H 0.2134 -3.1420 -2.7165 -0.549 -0.100 0.585
H 5.1123 -2.7835 -0.8396 2.788 1.445 0.296
H 4.2649 -4.0811 1.9450 0.194 -0.334 -0.926
H -1.4587 -4.6630 0.4578 0.336 0.939 0.115
H -0.8653 2.1272 -1.6162 -1.566 -0.767 -0.361
H -1.0692 4.3001 3.4043 0.142 0.928 0.793
H -1.4208 -2.8294 0.8161 -0.402 -0.818 -0.573
H 3.0181 -1.3775 0.8729 0.018 -0.233 0.219
H -3.9536 -1.0610 2.1491 0.538 -0.117 -0.040
H 4.8395 -2.5108 2.0811 -0.368 2.169 1.372
H 4.0372 0.4741 -2.2279 0.655 -1.210 -0.249
H 2.7221 -1.5620 -0.8793 1.493 -0.517 1.030
H -2.1701 1.3817 0.1998 0.518 -0.654 -0.379
H -1.0706 3.9197 -1.3996 -1.071 0.344 -0.032
H -4.2624 0.9019 0.4989 -1.750 -2.050 0.611
H 1.7672 4.2400 -3.6114 -1.592 0.248 0.916
H -0.0123 4.0787 -3.9028 0.279 -0.190 0.590
H -3.9567 2.4169 -1.4584 0.708 0.588 1.817
H 2.9584 1.6146 -2.7907 -0.451 0.601 0.879
H 0.6046 0.1048 -1.7687 0.042 0.840 0.736
H -2.4848 -1.0297 1.2252 0.184 0.028 -0.456
H 0.0101 1.3644 4.7531 1.114 -0.717 -0.106
H -4.3398 -0.6531 -2.6409 -1.701 -0.631 -0.091
H 4.6125 2.1417 -2.2631 -1.506 -0.722 0.571
H 1.4466 0.3458 1.4892 0.138 -0.550 -1.151
H 0.3326 -2.4920 -1.0765 0.814 0.589 0.614
H 1.6290 -1.0149 -2.7979 -0.742 0.595 -0.721
H 1.5023 0.0685 3.6543 -1.243 0.022 -0.170
H -1.1715 1.6820 2.1487 -0.160 -0.248 1.452
H -0.0844 -0.2915 2.0298 0.450 -0.154 -0.949
H 0.8141 -1.5442 -4.2439 0.245 0.738 -0.021
H -5.1388 0.9827 -4.4920 1.642 0.258 0.589
H -3.5346 1.7040 2.0007 0.444 -0.910 2.100
H -2.9176 -3.8025 0.2375 0.581 0.814 0.132
H 2.0334 2.9589 -0.6898 -0.076 1.273 0.028
H -2.4499 3.4419 2.8646 -2.257 -0.272 0.624
H 2.9492 0.7819 4.1902 0.492 -0.242 1.191
H 0.7370 1.8400 1.8823 -0.361 1.322 1.317
H -2.6629 1.7972 -2.8239 2.273 0.221 -0.357
H -2.7412 -0.4289 -3.0459 0.503 -0.688 0.904
H 3.9979 1.4214 0.0102 -0.841 0.108 -1.779
H 5.9052 -3.4405 1.3159 0.740 -1.292 0.448
H -3.3242 -0.0258 -1.3049 0.224 -0.652 -0.844
H -3.8571 2.1529 -4.9145 -0.173 1.229 0.102
H 1.7012 -2.6173 1.7655 0.012 0.395 -0.155
H -1.6770 1.1604 4.3869 0.486 0.395 0.164
H -1.5808 -1.6075 -1.2448 -0.696 0.763 -0.125
H 3.9846 -3.9617 -1.3799 -0.463 -0.895 -1.336
H 2.2436 -4.2542 0.4899 1.290 0.341 -1.035
H 3.7240 0.9422 2.1554 0.311 -0.013 0.335
H -1.3308 4.0014 1.7524 0.264 -0.204 -0.555
H 2.9110 -0.9687 3.4631 -0.176 1.380 0.531
H -1.0616 2.6175 5.1392 0.065 0.254 -0.720
H 1.8196 -3.9166 2.8976 -0.523 0.025 0.693

***

51
Properties=species:S:1:pos:R:3:forces:R:3 method="wB97M-V/def2-TZVPD" orbital_gap_ev="7.44 / 7.53" largest_force_ev_per_a=0.2 spin_multiplicity=3 s2=2.0056 total_charge=-1
Ge 0.1834 3.9802 -0.6809 -0.034 -0.036 -0.037
Ni 0.3002 0.6900 0.4965 0.106 0.086 -0.128
S 0.4340 1.9918 -1.4547 -0.089 0.037 0.029
F 1.3487 4.6485 -3.3894 -0.002 -0.061 0.002
F 1.9878 3.0567 1.5613 -0.046 -0.058 0.027
F 2.3484 5.6602 1.1117 0.052 0.165 -0.092
F 3.5811 5.9267 -4.1644 0.005 0.004 -0.021
F -2.7962 3.1668 -0.9205 0.063 -0.023 -0.009
F -2.2026 7.9207 -3.4373 0.004 0.022 -0.009
F 1.7004 2.9698 4.2271 -0.015 0.016 0.001
F 4.5515 6.9435 0.3217 0.003 0.001 0.006
F -4.5948 6.6376 -3.4766 -0.022 0.009 -0.009
F -0.5462 3.9758 5.3828 -0.005 -0.002 0.015
F 5.1935 7.0820 -2.3096 0.004 0.004 -0.005
F -2.5007 5.0472 3.8388 -0.026 0.012 0.017
F -0.1215 6.8601 -2.1789 -0.028 0.008 0.004
F -4.8696 4.2513 -2.2042 -0.013 -0.004 0.001
F -2.2448 5.1166 1.1866 0.009 0.027 0.031
O -0.9355 -0.0328 4.2390 -0.006 0.028 0.005
O 1.3988 -0.8893 0.4353 -0.062 -0.061 0.089
O 2.7009 -2.1594 1.7351 -0.007 0.019 -0.001
N 0.4057 0.4859 2.4253 -0.025 -0.062 0.002
N -1.7492 0.5324 0.8474 -0.010 -0.013 -0.013
C 1.5259 -0.3608 2.7879 -0.018 0.052 0.005
C 0.7400 3.4944 3.4743 0.061 -0.049 0.008
C -0.1119 4.0715 1.2690 -0.038 0.008 0.012
C -1.3457 4.9246 -1.5439 0.079 0.100 -0.014
C -3.6877 4.8722 -2.2109 0.010 -0.027 0.012
C -0.4029 4.0020 4.0628 -0.028 0.023 -0.017
C -2.3338 6.7372 -2.8328 -0.041 -0.027 0.001
C 4.0962 6.4304 -1.9255 0.008 0.003 0.018
C -3.5533 6.0888 -2.8537 0.037 0.016 0.002
C -2.5921 4.3245 -1.5721 -0.031 -0.096 0.035
C 0.8623 3.5416 2.0990 -0.002 -0.054 -0.010
C 1.9220 -1.2351 1.5806 0.032 0.048 -0.027
C -1.2391 4.5758 1.8976 0.006 -0.002 -0.016
C 2.6202 5.6806 -0.2025 0.006 -0.059 0.046
C -1.3980 4.5507 3.2705 0.039 -0.013 0.016
C -0.7379 0.3969 3.1007 0.039 -0.047 -0.028
C 3.2770 5.8344 -2.8679 -0.019 -0.030 0.006
C -1.9365 0.8934 2.2715 0.008 -0.021 0.021
C 3.7665 6.3571 -0.5864 0.012 0.020 0.014
C 2.1456 5.1652 -2.4451 0.029 0.040 0.026
C -1.2623 6.1529 -2.1783 0.004 -0.019 -0.001
C 1.7863 5.0578 -1.1113 0.004 0.013 0.000
H 1.2938 -1.0020 3.6382 -0.022 -0.014 -0.006
H -2.0089 -0.4352 0.6907 -0.004 -0.010 0.011
H -2.8441 0.4676 2.6984 -0.001 0.005 -0.010
H 2.4076 0.2315 3.0561 -0.011 -0.018 0.009
H -2.3061 1.1065 0.2255 -0.019 0.016 -0.011
H -2.0046 1.9797 2.3379 0.005 0.022 -0.005